Entry 1:
C10H22NO2S2Si | ωB97M-V with the def2-TZVPD basis set

Geometry as XYZ:
```
38
Properties=species:S:1:pos:R:3:forces:R:3:mulliken_charge:R:1
C -0.1766 -1.3542 -1.8901 -0.4 0.2 -0.6 -1.045
Si -1.5187 -1.2498 -0.5720 2.3 -0.4 1.2 0.275
C -1.8812 -2.9764 0.1727 -0.3 1.1 -0.5 -1.136
C -0.9852 -0.0343 0.7976 -1.5 -0.1 -0.7 -0.861
N -3.0831 -0.5437 -1.2276 0.3 0.1 -0.1 0.161
C -3.3075 -0.0173 -2.3885 -2.2 0.5 0.7 0.085
S -4.9588 0.6022 -2.6048 1.4 -0.2 0.0 -0.041
C -5.5298 -0.0868 -0.9898 1.6 -0.7 -1.0 -0.578
C -4.2026 -0.5495 -0.2731 -2.0 0.0 -0.1 -0.599
H 0.7706 -1.6398 -1.4052 -0.4 0.1 0.1 0.285
H -0.3725 -2.1012 -2.6764 0.0 0.2 0.3 0.372
H 0.0279 -0.3945 -2.3961 -0.1 -0.3 0.3 0.342
H -1.0826 -3.6550 -0.1515 -0.4 0.0 0.0 0.348
H -2.8728 -3.2957 -0.1831 0.4 -0.4 0.2 0.387
H -1.8858 -2.9265 1.2686 -0.1 0.0 -0.3 0.336
H -0.2230 -0.4602 1.4546 -0.1 0.1 -0.2 0.278
H -1.8998 0.2105 1.3720 0.5 -0.2 0.1 0.385
H -0.6427 0.8993 0.3440 0.1 -0.2 0.2 0.256
H -2.5676 0.0616 -3.1843 -0.1 -0.1 0.3 0.379
H -6.0432 -1.0054 -1.2895 -0.6 0.6 0.4 0.338
H -6.1145 0.6563 -0.4491 0.0 -0.3 -0.1 0.419
H -4.0715 0.0623 0.6256 0.7 -0.1 -0.3 0.333
H -4.4034 -1.5899 0.0120 0.5 0.3 0.3 0.283
C 4.4313 1.5832 2.1682 0.1 0.0 -0.1 -0.636
C 4.6014 2.4473 0.9142 0.0 0.1 0.1 -0.623
C 4.1049 1.6248 -0.2801 0.3 0.3 -0.1 -0.702
S 2.8694 0.5004 0.3675 0.3 0.2 0.2 1.206
O 3.3523 -0.8527 0.2288 -0.4 0.0 -0.1 -0.711
O 1.5604 0.8853 -0.1178 0.2 -0.3 -0.2 -0.625
C 3.0291 0.9915 2.0771 0.1 0.1 0.3 -0.721
H 4.5607 2.1634 3.0807 0.0 0.0 0.0 0.349
H 5.1748 0.7825 2.1693 0.0 0.0 0.0 0.312
H 4.0000 3.3542 1.0126 0.0 0.0 0.0 0.298
H 5.6365 2.7560 0.7742 0.0 0.0 0.0 0.326
H 3.6513 2.2509 -1.0453 -0.1 -0.2 0.0 0.348
H 4.9036 1.0268 -0.7164 -0.1 -0.1 0.0 0.369
H 2.8808 0.1281 2.7229 -0.1 -0.1 -0.1 0.442
H 2.2679 1.7463 2.2780 0.0 0.0 -0.1 0.365
```
Forces are in eV/Å.

The value obtained for the orbital gap is 8.891 eV. As for the HOMO energy: -12.754 eV. As for the net charge: +1. As for the multiplicity: 1. The energy is -45854.864 eV. As for the energy relative to the best compared isomer or geometry (same formula, charge and spin): 14.45 kcal/mol.

---

Entry 2:
C10H23AlBrClO12P2 | ωB97M-V with the def2-TZVPD basis set

Geometry as XYZ:
```
50
Properties=species:S:1:pos:R:3:forces:R:3:mulliken_charge:R:1
C 1.1863 0.6510 0.8485 -0.9 -0.4 -0.5 -0.941
C 1.1741 2.1712 0.7759 -0.2 -1.3 -0.2 -0.413
O 0.9975 2.5735 -0.5691 0.6 0.0 1.0 -0.300
C 0.8100 3.9912 -0.6313 0.2 0.6 0.2 -0.487
C -0.3834 4.5896 0.0534 -1.2 -0.8 -0.1 -1.285
P -2.1438 3.8575 -0.1846 0.0 2.2 0.5 0.708
O -2.1775 3.5952 1.5679 0.6 -0.7 0.0 -0.401
C -3.4277 3.1213 1.9949 0.1 1.0 -1.0 -0.714
C -3.9382 2.3443 0.7795 -0.1 -1.6 0.8 0.644
P -5.5921 1.5260 1.0220 -1.6 0.7 1.6 -0.025
O -6.2377 1.3650 -0.4417 0.7 0.0 -0.2 -0.386
O -5.0708 0.0344 1.4948 0.2 0.4 -0.2 -0.419
O -3.8031 3.2031 -0.2509 0.5 0.4 -1.1 -0.537
H 0.7390 0.3431 1.7800 0.2 -0.3 0.6 0.507
H 0.4475 0.2015 -0.0367 1.8 0.5 2.3 0.081
H 2.2043 0.2838 0.7183 0.5 0.1 0.0 0.331
H 2.1253 2.4842 1.1758 0.4 0.7 0.0 0.385
H 0.3726 2.5017 1.4162 -0.4 0.5 0.1 0.309
H 1.6636 4.4253 -0.1296 0.8 0.1 0.0 0.347
H 0.8690 4.2947 -1.6570 -0.1 -0.3 -0.7 0.432
H -0.4454 5.5982 -0.3185 -0.1 0.5 -0.2 0.508
H -0.2182 4.6688 1.1090 0.1 0.1 0.6 0.555
H -2.7447 5.1561 -0.0679 0.0 0.0 -0.1 0.087
H -2.0810 4.0755 -1.6239 -0.2 -0.6 0.0 0.105
H -1.7321 2.4981 -0.3401 0.9 -1.1 -0.2 -0.483
H -3.3605 2.5838 2.9198 0.0 -0.4 0.5 0.327
H -4.0366 4.0131 2.0340 -0.8 0.1 0.7 0.351
H -3.2302 1.4886 0.7474 0.3 -0.2 -0.5 -0.134
H -5.5600 1.2459 -1.1174 0.1 -0.1 -0.7 0.389
H -4.2358 -0.1789 1.0716 0.3 -0.4 -0.2 0.372
Al 1.9884 -1.8940 0.4684 0.0 -0.1 -0.2 0.864
C 3.5238 -6.9929 0.8245 -0.3 0.4 0.1 -1.411
C 4.5138 -6.1292 0.0858 -0.2 -0.3 0.3 0.460
C 5.9375 -6.2339 0.5793 0.1 0.0 -0.1 -0.509
O 6.4705 -4.9424 0.2267 0.0 -0.2 0.1 -0.329
C 5.4510 -4.0714 0.2174 0.0 -0.4 0.0 0.630
O 5.5667 -2.8928 0.1545 -0.3 0.6 0.0 -0.515
O 4.2580 -4.7168 0.2948 0.0 -0.1 -0.1 -0.315
H 2.5313 -6.8990 0.3865 0.0 -0.1 -0.1 0.348
H 3.8201 -8.0393 0.7815 0.0 0.0 0.0 0.382
H 3.4456 -6.6863 1.8675 0.1 -0.1 0.1 0.360
H 4.4534 -6.3218 -0.9875 0.1 0.1 0.0 0.253
H 6.4989 -7.0274 0.0965 0.1 0.1 -0.1 0.322
H 6.0046 -6.3514 1.6625 -0.1 0.0 0.0 0.311
O -3.3953 -1.4956 -3.8643 0.0 0.0 0.0 -0.653
Cl -3.2846 -0.0660 -3.8733 -0.7 -0.3 0.4 1.686
O -4.0871 0.5091 -2.8275 -0.1 0.0 0.2 -0.612
O -3.6569 0.4695 -5.1427 0.1 0.1 -0.1 -0.630
O -1.8879 0.3032 -3.6213 1.1 0.2 0.1 -0.712
Br -0.3219 0.7717 -1.4692 -2.8 0.2 -3.4 0.156
```
Forces are in eV/Å.

The value obtained for the orbital gap is 3.506 eV. As for the HOMO energy: -7.827 eV. As for the net charge: 0. As for the multiplicity: 1. The energy is -143035.334 eV.

---

Entry 3:
C10H23BClO2TlV | ωB97M-V with the def2-TZVPD basis set

Geometry as XYZ:
```
39
Properties=species:S:1:pos:R:3:forces:R:3:lowdin_spin:R:1
V 0.0135 2.2166 -0.3674 -1.3 -2.6 -0.1 1.963
Cl 0.5956 4.1358 -0.8690 0.9 3.1 -0.8 0.027
C -1.9482 0.9864 -0.8847 -1.9 -0.8 0.3 -0.001
H -2.1316 0.1259 -1.5364 0.3 0.2 0.0 0.002
H -1.5440 1.8172 -1.5443 0.4 -0.2 0.5 0.011
H -2.9461 1.3892 -0.6538 0.1 0.2 -0.2 -0.001
Tl 0.6384 -0.2565 -3.2881 1.0 -0.7 1.3 -0.041
C 1.5597 0.5941 -5.0673 -0.1 0.6 -0.4 -0.014
C -1.1417 -1.5305 -3.5281 -0.2 0.3 -0.6 -0.019
C 2.2765 -0.8882 -1.9600 -0.3 2.2 2.8 0.158
H -1.3664 -1.8518 -2.5059 -0.3 -0.1 -0.5 0.000
H -1.9299 -0.9262 -4.0370 0.3 -0.9 0.4 0.000
H -0.7167 -2.3354 -4.1667 -0.7 0.3 0.4 -0.003
H 2.4252 -0.0600 -5.2395 -0.2 0.3 -0.1 -0.001
H 0.8324 0.5360 -5.8891 0.5 0.2 0.0 -0.001
H 1.8745 1.6303 -4.8552 -0.1 -0.5 -0.4 0.000
H 2.0846 -1.4913 -0.9722 -0.1 0.7 -1.7 0.009
H 2.5529 0.2050 -1.4717 0.2 -2.2 -1.1 -0.001
C 0.9688 -1.6529 1.8532 0.5 -0.3 0.1 -0.001
C -0.3577 -0.9515 1.9385 -0.2 1.0 0.4 -0.001
C -1.2927 -1.6574 2.9411 -0.1 -0.1 -0.2 -0.001
O -1.0269 -0.9107 0.6645 0.1 1.0 0.3 -0.027
B -1.4023 0.4386 0.4804 0.3 -0.5 -1.3 -0.047
O -1.3359 1.2086 1.6540 1.1 -0.2 -0.7 -0.019
C -0.1436 0.5986 2.2678 -1.2 -0.2 0.1 -0.004
C -0.2896 0.9713 3.7352 -0.9 -0.7 0.9 0.000
C 1.1062 1.2339 1.5584 0.0 -0.3 1.2 0.002
H 1.5561 -1.4459 2.7543 -0.1 -0.1 0.1 0.000
H 1.5874 -1.3382 1.0127 -0.3 0.0 -0.1 -0.001
H 0.8190 -2.7279 1.7936 0.1 -0.1 -0.1 0.000
H -1.5124 -2.6694 2.5578 0.1 0.4 0.1 0.000
H -0.8274 -1.7729 3.9236 0.1 0.0 -0.1 0.000
H -2.2472 -1.1249 3.0735 0.3 -0.1 -0.2 0.000
H 0.5188 0.5469 4.3416 0.0 0.2 0.0 0.000
H -0.3161 2.0539 3.8150 0.3 0.2 0.1 0.000
H -1.2878 0.6207 4.2136 1.7 0.4 -1.1 0.000
H 1.4408 0.8069 0.5789 -0.3 -0.3 0.4 0.000
H 0.9540 2.3300 1.4371 0.1 -0.4 0.7 0.003
H 1.9600 1.1456 2.2416 0.0 0.0 -0.3 0.004
```
Forces are in eV/Å.

The value obtained for the orbital gap (spin up / spin down) is 5.242 / 4.840 eV. As for the HOMO energy (spin up / spin down): -2.716 / -2.313 eV. As for the net charge: -1. As for the multiplicity: 3. Its expectation value of S² is 2.305. The energy is -58414.119 eV. As for the energy relative to the best compared isomer or geometry (same formula, charge and spin): 62.79 kcal/mol.

---

Entry 4:
C10H23BN2O3 | ωB97M-V with the def2-TZVPD basis set

Geometry as XYZ:
```
39
Properties=species:S:1:pos:R:3:forces:R:3:mulliken_charge:R:1
C -2.0071 -3.0153 3.9864 2.0 -1.5 1.5 -1.124
C -1.2119 -3.0272 2.6747 0.0 0.2 -0.8 -0.674
C -1.6424 -1.9007 1.6707 1.9 -0.3 1.4 -0.348
C -0.8637 -0.5807 2.0593 -0.6 -0.9 1.0 -1.338
C -0.9545 0.4799 1.0650 -1.0 2.0 -0.7 -0.197
N -0.3007 0.1480 -0.1832 1.1 0.5 -0.7 -0.009
C 0.3670 1.1430 -0.9234 0.0 -3.5 -0.5 0.102
O 0.4082 2.3018 -0.6022 -1.1 1.3 0.7 -0.741
C 1.0980 0.7060 -2.2085 -1.1 0.6 -0.3 -0.021
N 0.5672 1.4603 -3.4151 0.5 -0.7 1.3 -0.709
C 2.5947 0.9384 -1.9807 -0.3 0.0 -2.0 0.261
C 3.3014 0.4310 -3.3297 0.8 0.6 -0.1 -1.354
C 2.9974 2.4048 -1.5207 -1.9 -1.9 0.7 -1.248
B -2.3683 1.0598 0.6561 -0.6 0.6 -0.8 0.672
O -2.3608 2.3332 0.0370 0.3 -1.8 0.3 -0.734
O -3.5096 0.2858 0.8258 1.5 0.4 0.3 -0.577
H -1.5240 -3.6738 4.8161 -0.2 1.2 -1.4 0.311
H -2.9533 -3.5137 3.9584 -1.0 0.3 -0.6 0.331
H -2.0406 -2.0179 4.4020 -0.4 0.2 0.1 0.300
H -1.2769 -3.9759 2.1511 -0.3 -0.4 0.1 0.345
H -0.1327 -2.9167 2.8370 -0.2 0.1 0.3 0.340
H -2.7111 -1.8277 1.6945 -0.5 0.6 0.2 0.307
H -1.4295 -2.1977 0.6326 0.3 0.0 0.3 0.442
H 0.1822 -0.6701 2.3965 0.1 -1.0 -0.8 0.378
H -1.2105 -0.1088 2.9711 -1.0 -0.3 0.4 0.497
H -0.5352 1.3887 1.4558 1.0 0.4 0.3 0.289
H -0.2020 -0.8784 -0.2288 0.4 1.2 -1.0 0.330
H 0.9135 -0.3664 -2.3623 0.2 0.2 -0.1 0.500
H -0.2157 0.9612 -3.8205 0.0 0.0 0.1 0.293
H 0.2039 2.3254 -3.0446 -0.1 0.4 -0.2 0.282
H 2.7785 0.1633 -1.2535 0.8 0.1 0.7 0.347
H 2.7915 -0.4644 -3.7750 0.4 0.6 0.8 0.384
H 4.3977 0.1674 -3.1262 -1.5 0.4 -0.3 0.347
H 3.2569 1.1807 -4.1854 0.1 -0.6 1.4 0.283
H 2.5469 3.1381 -2.1659 -0.4 0.2 -0.3 0.283
H 2.6416 2.6254 -0.4522 1.1 -0.4 -1.6 0.239
H 4.0222 2.4213 -1.7398 1.7 0.5 0.5 0.503
H -1.4196 2.5374 -0.2088 -0.9 0.1 0.4 0.424
H -4.1984 0.5346 0.2367 -1.1 0.6 -0.6 0.286
```
Forces are in eV/Å.

The value obtained for the orbital gap is 9.949 eV. As for the HOMO energy: -9.430 eV. As for the net charge: 0. As for the multiplicity: 1. The energy is -20544.366 eV. As for the energy relative to the best compared isomer or geometry (same formula, charge and spin): 23.44 kcal/mol. As for the structure (SMILES): CCCC[C@@H](NC(=O)[C@@H](N)C(C)C)B(O)O.

---

Entry 5:
C10H23CdN4O5 | ωB97M-V with the def2-TZVPD basis set

Geometry as XYZ:
```
43
Properties=species:S:1:pos:R:3:forces:R:3:mulliken_charge:R:1
Cd -0.2011 -0.1138 -0.0414 0.2 0.3 0.0 2.350
N -1.3506 -1.1733 1.8017 0.2 0.1 0.3 -0.598
C -0.3317 -1.6624 2.7435 0.1 0.1 0.0 -0.864
C 0.7951 -0.6377 2.8805 -0.1 -0.2 -0.1 -0.680
N 1.4914 -0.3874 1.6007 0.3 0.0 0.4 0.373
C 2.3886 -1.5192 1.2894 0.0 0.0 -0.3 -0.885
C 2.6156 -1.7821 -0.2067 -0.1 0.1 0.2 -0.812
N 1.3522 -1.6886 -0.9463 0.1 -0.3 -0.1 -0.653
C 2.1984 0.9064 1.6377 0.0 0.1 -0.1 -0.856
C 2.4644 1.5261 0.2635 0.0 -0.1 0.1 -0.670
N 1.2107 1.6632 -0.5017 0.1 0.3 0.2 -0.721
H -1.9938 -0.5559 2.2815 -0.1 0.0 0.0 0.192
H -1.9009 -1.9328 1.4179 0.0 0.0 -0.2 0.208
H 0.0465 -2.6128 2.3687 0.0 0.0 0.0 0.432
H -0.7361 -1.8544 3.7399 0.0 0.0 0.0 0.459
H 1.4990 -0.9695 3.6528 0.0 0.0 0.0 0.277
H 0.3502 0.3016 3.2103 0.0 0.1 0.0 0.471
H 1.9418 -2.4207 1.7056 0.0 0.0 0.1 0.382
H 3.3577 -1.3824 1.7822 0.0 0.0 0.0 0.296
H 3.0821 -2.7657 -0.2990 0.0 0.0 0.0 0.460
H 3.3169 -1.0657 -0.6256 0.0 0.0 -0.1 0.348
H 0.7987 -2.5338 -0.8366 0.0 0.0 -0.1 0.207
H 1.5193 -1.5965 -1.9408 0.0 0.0 0.0 0.240
H 3.1508 0.8139 2.1726 0.0 0.0 0.0 0.382
H 1.5714 1.6084 2.1902 0.0 0.0 0.0 0.457
H 3.1562 0.9191 -0.3129 0.0 0.0 -0.1 0.282
H 2.9469 2.4921 0.4268 0.0 0.0 0.0 0.488
H 1.4064 1.8908 -1.4686 0.0 0.0 -0.1 0.216
H 0.6638 2.4331 -0.1256 0.0 0.0 0.0 0.216
O -3.0290 2.8551 2.1207 -0.3 0.0 0.0 -0.471
C -2.2027 2.2993 1.2514 0.4 0.2 0.0 0.215
O -1.0071 2.1856 1.4332 -0.2 -0.2 0.1 -0.498
C -2.9220 1.8473 0.0100 -0.1 0.0 -0.1 -0.405
O -1.9776 1.5093 -0.9726 0.1 0.0 0.0 -0.424
C -2.5625 0.7587 -2.0565 -0.1 -0.2 0.1 -0.446
C -2.6505 -0.7535 -1.7247 0.0 0.2 -0.3 0.435
O -3.6181 -1.3794 -2.1016 0.1 0.1 0.1 -0.637
O -1.6147 -1.2204 -1.1109 -0.5 -0.4 -0.3 -0.684
H -2.5524 3.1701 2.9011 0.2 0.0 0.0 0.386
H -3.5699 2.6620 -0.3266 -0.1 0.0 0.0 0.445
H -3.5684 0.9975 0.2683 0.0 0.0 0.0 0.402
H -1.8979 0.8899 -2.9101 0.0 0.0 0.0 0.316
H -3.5477 1.1473 -2.3091 0.0 0.0 0.0 0.366
```
Forces are in eV/Å.

The value obtained for the orbital gap is 9.282 eV. As for the HOMO energy: -11.656 eV. As for the net charge: +1. As for the multiplicity: 1. The energy is -31501.844 eV. As for the energy relative to the best compared isomer or geometry (same formula, charge and spin): 1.53 kcal/mol.